A 2-piece molecular cluster, C7H11NOS2 overall, computed with ωB97M-V with the def2-TZVPD basis set.

Computed properties:
total energy	-1199.6337	Eh
strongest force on any atom	4.105	eV/A
LUMO	0.62	eV
relative energy (zero: lowest compared OMol25 entry of this formula, charge and spin)	193.2	kJ/mol
HOMO level	-8.09	eV
Kohn-Sham gap	8.7	eV
multiplicity	1

CARTESIAN COORDINATES (ANGSTROEM)
O1 1.029 -2.388 -0.990
S1 0.270 -1.456 -2.076
C1 -1.118 -0.826 -1.322
C2 -1.988 -1.459 -0.494
C3 -2.905 -0.615 0.203
C4 -2.818 0.670 -0.243
S2 -1.440 0.923 -1.228
H1 1.858 -1.838 -0.659
H2 -1.865 -2.523 -0.276
H3 -3.778 -0.980 0.699
H4 -3.436 1.478 -0.051
C5 0.709 0.026 1.394
C6 1.724 0.549 0.474
C7 1.618 2.034 0.105
N1 2.601 -0.243 -0.072
H5 1.082 0.050 2.503
H6 -0.255 0.579 1.263
H7 0.586 -1.038 1.077
H8 0.613 2.330 0.368
H9 1.940 2.071 -0.950
H10 2.259 2.458 0.828
H11 3.312 0.198 -0.551